Formula: C4H8NO2
Source: the Open Molecules 2025 dataset
Level of theory: the ωB97M-V functional and the def2-TZVPD basis

Properties
M ... 102.11 g mol⁻¹
E_LUMO (alpha / beta) ... -5.29 / -6.57 eV

The geometry in ORCA input format:
```
! RIJCOSX wB97M-V def2-TZVPD def2/J DEFGRID3
* xyz 1 1
C -1.18 -0.94 -0.03
C -1.16 0.52 -0.21
C 0.09 1.18 0.39
C 1.27 0.54 -0.29
N 1.63 -0.62 0.42
O -2.16 -1.71 0.03
O 1.98 -1.62 -0.33
H -1.00 0.63 -1.28
H -2.03 1.11 0.26
H -0.02 2.33 0.48
H 0.09 0.96 1.43
H 1.36 0.30 -1.42
H 2.04 1.24 0.18
H -3.12 -1.45 0.10
H 2.21 -2.45 0.28
*
```

Mulliken population analysis, charges in e, atoms 1 to 5: atom 1 (C): 0.11, atom 2 (C): -0.52, atom 3 (C): -0.82, atom 4 (C): -0.14, atom 5 (N): -0.05

Formula: C4H5O4
Source: the Open Molecules 2025 dataset
Level of theory: the ωB97M-V functional and the def2-TZVPD basis

Properties
M ... 117.08 g mol⁻¹
E_LUMO ... 3.29 eV
SMILES ... O=C([O-])CCC(=O)O

The geometry in ORCA input format:
```
! RIJCOSX wB97M-V def2-TZVPD def2/J DEFGRID3
* xyz -1 1
O 2.84 1.50 0.13
C 1.71 1.23 0.57
O 0.99 1.80 1.41
C 1.03 -0.02 -0.14
C -0.29 -0.43 0.53
C -1.34 -0.81 -0.47
O -1.35 -1.71 -1.28
O -2.39 0.07 -0.44
H 1.72 -0.85 -0.23
H 0.87 0.25 -1.19
H -0.59 0.44 1.03
H -0.22 -1.26 1.24
H -2.98 -0.21 -1.16
*
```

Mulliken population analysis, charges in e, atoms 1 to 5: atom 1 (O): -0.74, atom 2 (C): 0.54, atom 3 (O): -0.73, atom 4 (C): -0.73, atom 5 (C): -0.19

Formula: C5H12O2
Source: the Open Molecules 2025 dataset
Level of theory: the ωB97M-V functional and the def2-TZVPD basis

Properties
M ... 104.15 g mol⁻¹
E_LUMO (alpha / beta) ... 3.45 / 3.42 eV
Expectation value of S² ... 0.7635

The geometry in ORCA input format:
```
! RIJCOSX wB97M-V def2-TZVPD def2/J DEFGRID3
* xyz -1 2
C -0.45 0.42 -1.71
C 0.98 0.67 -1.22
C 1.59 1.89 -1.32
C 2.57 -0.45 0.38
C 1.52 -0.49 -0.54
H -0.64 -0.59 -2.07
H -1.09 0.58 -0.83
H -0.71 1.09 -2.53
H 1.07 2.80 -1.58
H 2.62 1.96 -0.98
H 3.10 0.50 0.40
H 2.76 -1.23 1.09
H 0.94 -1.40 -0.66
H -0.30 -0.40 1.35
H -1.07 -0.39 2.65
O -1.15 -0.10 1.75
H -4.25 -1.06 1.91
H -2.73 -1.03 1.51
O -3.53 -1.57 1.58
*
```

Mulliken population analysis, charges in e, atoms 1 to 5: atom 1 (C): -1.22, atom 2 (C): 0.79, atom 3 (C): -1.12, atom 4 (C): -0.88, atom 5 (C): -0.71

Formula: C19H43MnN9O4S
Source: the Open Molecules 2025 dataset
Level of theory: the ωB97M-V functional and the def2-TZVPD basis

Properties
M ... 548.62 g mol⁻¹
E_LUMO (alpha / beta) ... -3.07 / -2.04 eV
Expectation value of S² ... 6.0507

The geometry in ORCA input format:
```
! RIJCOSX wB97M-V def2-TZVPD def2/J DEFGRID3
* xyz 1 5
Mn 0.03 -0.21 -1.21
N 0.34 0.92 -2.93
C -0.54 2.12 -2.89
C -1.20 2.26 -1.53
O -1.53 3.35 -1.10
N -1.38 1.07 -0.90
C -1.91 1.07 0.46
C -1.24 -0.05 1.25
O -1.54 -0.32 2.38
O -0.30 -0.70 0.57
H 1.31 1.20 -2.84
H 0.22 0.40 -3.78
H -1.33 2.01 -3.64
H 0.01 3.03 -3.12
H -2.99 0.90 0.48
H -1.73 2.02 0.96
N 2.65 1.86 1.41
C 1.66 2.13 0.53
N 0.81 3.12 0.85
O 1.56 1.47 -0.53
H 2.73 2.31 2.30
H 3.29 1.11 1.19
H 0.94 3.68 1.67
H 0.08 3.38 0.20
C 1.84 -2.05 -4.01
N 1.70 -3.01 -2.93
C 1.18 -4.31 -3.32
C 1.83 -2.64 -1.64
N 1.69 -1.36 -1.30
N 2.12 -3.59 -0.72
C 1.86 -3.36 0.69
C 2.98 -4.73 -1.02
H 2.39 -2.52 -4.82
H 2.39 -1.19 -3.66
H 0.86 -1.75 -4.39
H 0.35 -4.16 -4.01
H 0.79 -4.84 -2.45
H 1.94 -4.93 -3.81
H 2.13 -1.18 -0.40
H 2.74 -2.96 1.20
H 1.60 -4.31 1.16
H 1.02 -2.67 0.82
H 3.41 -4.63 -2.01
H 2.45 -5.67 -0.94
H 3.80 -4.74 -0.30
C -4.57 1.01 -4.03
C -5.72 1.06 -3.03
C -5.34 0.80 -1.57
C -4.90 -0.63 -1.28
N -3.52 -0.85 -1.69
C -2.97 -2.00 -2.04
S -1.32 -2.06 -2.54
N -3.70 -3.11 -2.00
C -3.29 -4.42 -2.51
C -3.40 -4.56 -4.02
C -4.81 -4.75 -4.57
C -5.78 -3.61 -4.31
H -4.92 1.27 -5.03
H -4.11 0.02 -4.08
H -3.79 1.73 -3.75
H -6.50 0.35 -3.32
H -6.19 2.05 -3.08
H -6.20 1.02 -0.94
H -4.55 1.50 -1.25
H -5.56 -1.30 -1.83
H -5.01 -0.86 -0.21
H -2.88 -0.06 -1.66
H -4.65 -3.02 -1.69
H -3.92 -5.16 -2.01
H -2.26 -4.59 -2.18
H -2.79 -5.41 -4.32
H -2.94 -3.68 -4.48
H -5.23 -5.68 -4.17
H -4.73 -4.90 -5.65
H -6.10 -3.57 -3.26
H -6.69 -3.73 -4.90
H -5.34 -2.64 -4.57
*
```

Mulliken population analysis, charges in e, atoms 1 to 5: atom 1 (Mn): 0.31, atom 2 (N): -0.41, atom 3 (C): -0.99, atom 4 (C): 0.00, atom 5 (O): -0.73

Formula: C21H44N5O7
Source: the Open Molecules 2025 dataset
Level of theory: the ωB97M-V functional and the def2-TZVPD basis

Properties
M ... 478.61 g mol⁻¹
E_LUMO ... -1.86 eV
SMILES ... CN[C@H]1[C@@H](O)[C@H](O[C@H]2[C@H](O)[C@@H](O[C@@H]3O[C@@H]([C@@H](C)[NH2+]C)CC[C@H]3N)[C@H](N)C[C@H]2N)OC[C@]1(C)O

The geometry in ORCA input format:
```
! RIJCOSX wB97M-V def2-TZVPD def2/J DEFGRID3
* xyz 1 1
C -3.36 -0.68 -2.83
N -3.61 -1.15 -1.47
C -3.13 -0.28 -0.42
C -3.71 1.16 -0.41
O -5.05 1.16 0.00
C -2.76 1.98 0.49
O -1.67 2.27 -0.33
C -0.44 2.62 0.29
C 0.55 1.45 0.15
O 0.02 0.25 0.67
C 1.87 1.82 0.83
O 2.82 0.75 0.84
C 3.11 0.08 -0.35
O 2.20 -0.98 -0.59
C 2.21 -1.97 0.43
C 1.14 -3.00 0.02
C 0.74 -3.93 1.15
N -0.04 -2.25 -0.48
C -0.79 -2.92 -1.55
C 3.60 -2.59 0.57
C 4.61 -1.49 0.86
C 4.55 -0.44 -0.25
N 4.92 -1.05 -1.52
C 2.47 3.10 0.19
N 3.73 3.50 0.79
C 1.46 4.24 0.29
C 0.14 3.87 -0.39
N 0.37 3.57 -1.80
O -2.35 1.27 1.63
C -3.24 0.23 2.02
C -3.32 -0.91 0.98
C -4.64 -1.66 1.15
O -2.23 -1.81 1.18
H -3.54 -1.50 -3.51
H -3.99 0.16 -3.13
H -2.31 -0.37 -2.92
H -4.61 -1.31 -1.37
H -2.06 -0.15 -0.58
H -3.61 1.59 -1.42
H -5.43 2.03 -0.12
H -3.25 2.92 0.83
H -0.61 2.83 1.35
H 0.72 1.29 -0.92
H -0.69 0.49 1.30
H 1.70 2.00 1.89
H 3.00 0.73 -1.23
H 1.92 -1.49 1.38
H 1.54 -3.57 -0.83
H 1.58 -4.55 1.45
H -0.06 -4.59 0.84
H 0.41 -3.35 2.01
H 0.34 -1.34 -0.77
H -0.71 -2.04 0.30
H -0.97 -3.96 -1.28
H -1.76 -2.43 -1.68
H -0.23 -2.89 -2.48
H 3.60 -3.34 1.36
H 3.87 -3.07 -0.38
H 5.62 -1.91 0.92
H 4.38 -1.01 1.81
H 5.19 0.42 0.03
H 5.87 -1.40 -1.47
H 4.87 -0.37 -2.27
H 2.67 2.90 -0.87
H 3.59 3.78 1.76
H 4.38 2.72 0.79
H 1.89 5.12 -0.19
H 1.28 4.48 1.33
H -0.58 4.70 -0.24
H 0.69 4.40 -2.28
H -0.50 3.27 -2.22
H -4.24 0.64 2.20
H -2.83 -0.15 2.96
H -4.76 -1.95 2.19
H -4.63 -2.55 0.53
H -5.47 -1.03 0.86
H -2.44 -2.38 1.93
*
```

Mulliken population analysis, charges in e, atoms 1 to 5: atom 1 (C): -1.03, atom 2 (N): -0.42, atom 3 (C): 0.89, atom 4 (C): -1.22, atom 5 (O): -0.49

Formula: C13H25N2NaO3
Source: the Open Molecules 2025 dataset
Level of theory: the ωB97M-V functional and the def2-TZVPD basis

Properties
M ... 280.34 g mol⁻¹
E_LUMO (alpha / beta) ... -3.64 / -4.18 eV
Expectation value of S² ... 0.7539

The geometry in ORCA input format:
```
! RIJCOSX wB97M-V def2-TZVPD def2/J DEFGRID3
* xyz 1 2
C 0.17 -0.53 2.46
C 1.01 -0.99 1.23
C 1.70 -2.30 1.72
C 0.12 -1.41 0.03
C 0.10 -0.49 -1.22
N 0.26 -1.39 -2.39
C -1.23 0.29 -1.41
C -2.52 -0.56 -1.26
C -3.22 -0.16 0.06
C -4.02 1.11 -0.12
O -4.61 1.36 -1.08
O -4.00 1.99 0.93
C 1.25 0.54 -1.33
C 1.69 1.10 0.03
C 0.72 2.07 0.66
C 2.97 1.94 -0.24
N 2.09 -0.03 0.89
O 3.13 -0.61 0.43
H 0.51 0.44 2.79
H -0.88 -0.43 2.22
H 0.34 -1.19 3.29
H 0.90 -2.89 2.16
H 2.07 -2.90 0.88
H 2.47 -2.11 2.45
H -0.87 -1.62 0.41
H 0.49 -2.38 -0.30
H -0.58 -1.92 -2.56
H 0.48 -0.85 -3.22
H -1.33 1.18 -0.79
H -1.21 0.65 -2.44
H -3.20 -0.32 -2.06
H -2.33 -1.63 -1.23
H -3.80 -0.98 0.49
H -2.43 0.07 0.77
H -3.16 2.47 0.96
H 1.00 1.31 -2.04
H 2.12 0.00 -1.72
H -0.22 1.60 0.97
H 1.13 2.55 1.55
H 0.44 2.83 -0.06
H 3.50 1.99 0.70
H 3.60 1.50 -1.00
H 2.66 2.95 -0.47
Na 2.69 -2.28 -1.15
*
```

Mulliken population analysis, charges in e, atoms 1 to 5: atom 1 (C): -1.60, atom 2 (C): 1.49, atom 3 (C): -1.57, atom 4 (C): -2.69, atom 5 (C): 2.68